Record 1
{
  "formula": "C3H5N3O",
  "method": "ωB97M-V/def2-TZVPD",
  "de_lowest_kcal_mol": 67.6,
  "orbital_gap_ha": 0.3510,
  "homo_ev": -8.710,
  "lumo_ev": 0.84,
  "e_tot_ha": -356.7497,
  "elements": ["N", "C", "C", "N", "C", "O", "N", "H", "H", "H", "H", "H"],
  "coordinates": [[-1.241, -1.340, -0.421], [-0.509, -0.161, -0.182], [0.012, 0.293, 1.098], [1.235, 0.947, 0.777], [1.463, 1.075, -0.562], [-1.147, 0.900, 0.537], [0.457, 0.345, -1.117], [-1.546, -1.437, -1.382], [-0.735, -2.170, -0.144], [-0.109, -0.201, 2.058], [1.794, 1.436, 1.454], [0.326, 0.314, -2.115]],
  "forces_ev_per_angstrom": [[0.0, 0.0, -0.1], [0.1, -0.1, 0.0], [0.2, -0.2, 0.2], [0.0, 0.2, -0.1], [-0.3, -0.3, 0.2], [-0.2, 0.1, -0.1], [0.1, 0.2, -0.1], [0.0, 0.1, 0.1], [0.0, 0.1, -0.1], [0.0, 0.1, -0.1], [0.0, -0.1, -0.1], [0.1, -0.1, 0.1]]
}



Record 2
{
  "formula": "C9H14S",
  "method": "ωB97M-V/def2-TZVPD",
  "de_lowest_kcal_mol": 17.8,
  "orbital_gap_ha": 0.3563,
  "homo_ev": -8.816,
  "smiles": "Cc1ccccc1.CCS",
  "lumo_ev": 0.88,
  "e_tot_ha": -749.4845,
  "elements": ["C", "C", "C", "C", "C", "C", "C", "H", "H", "H", "H", "H", "H", "H", "H", "C", "C", "S", "H", "H", "H", "H", "H", "H"],
  "coordinates": [[1.788, -2.107, -1.460], [1.921, -0.674, -0.997], [1.210, -0.303, 0.143], [1.412, 0.978, 0.640], [2.197, 1.912, -0.003], [2.985, 1.492, -1.078], [2.822, 0.213, -1.581], [1.575, -2.822, -0.671], [2.728, -2.490, -1.865], [1.095, -2.084, -2.304], [0.755, -1.093, 0.724], [0.961, 1.291, 1.570], [2.371, 2.910, 0.375], [3.541, 2.217, -1.651], [3.362, -0.159, -2.445], [-2.037, 0.893, 1.452], [-2.302, -0.644, 1.287], [-4.013, -0.762, 0.616], [-2.629, 1.512, 0.786], [-1.011, 1.084, 1.100], [-2.042, 1.198, 2.495], [-1.649, -1.008, 0.502], [-2.097, -1.061, 2.259], [-3.688, -0.227, -0.570]],
  "forces_ev_per_angstrom": [[0.8, 0.4, -0.8], [0.2, -0.8, 0.9], [1.4, 0.3, -0.1], [-0.6, 0.4, 0.7], [1.3, -0.4, -0.4], [-1.2, 0.3, -0.6], [-0.4, -0.5, -0.1], [-0.7, 0.2, 0.0], [0.1, 0.3, -0.2], [-0.3, -0.6, 0.3], [-0.5, 0.2, 0.0], [-0.2, -0.1, 0.1], [-0.3, 0.0, 0.2], [0.5, 0.0, 0.2], [0.2, 0.3, 0.0], [1.7, -0.6, -0.5], [-0.4, 2.6, -0.9], [0.0, -0.9, 0.5], [-0.4, 0.0, 0.4], [-0.2, 0.0, 0.3], [-0.5, 0.2, 0.0], [0.2, -0.4, 0.3], [-0.5, -0.9, 0.0], [0.0, 0.0, 0.1]]
}